Record 1
C27H29F4KN6O4S2 as an isolated structure in a non-equilibrium geometry, computed with the ωB97M-V functional and the def2-TZVPD basis.

Values from the calculation:
largest force on an atom = 0.0233 hartree/bohr
E_tot = -3471.6253 hartree
LUMO energy = 4.1 eV
HOMO-LUMO gap = 5.17 eV
E_HOMO = -1.085 eV
spin multiplicity = 1
charge = -2

Geometry as XYZ:
```
73
C27H29F4KN6O4S2, DFT the ωB97M-V functional and the def2-TZVPD basis
O -0.818 -2.033 1.022
N -0.798 1.311 2.178
C -3.536 -6.026 2.687
H -2.721 -5.080 -0.456
H 2.379 0.961 3.379
H -3.241 1.208 -5.038
H -4.144 2.704 -4.698
C -2.790 -5.071 0.623
H 6.557 0.109 -1.178
C 0.277 0.974 3.095
H -1.138 4.730 2.461
F 2.139 -0.772 -0.976
O 0.580 3.488 -1.152
O -2.916 0.679 -1.931
C -2.064 0.753 2.618
C -1.477 -2.925 0.462
F 6.644 1.554 0.998
H -4.064 -6.796 3.238
H -3.515 1.758 1.322
C -2.264 -3.967 2.681
F 4.468 -1.060 -2.250
H -2.169 3.562 3.299
C -1.170 -2.067 -2.818
S -2.112 -3.240 -3.852
N -1.149 2.046 -1.502
S -0.373 -0.794 -3.729
C 3.095 0.543 0.786
H -0.138 4.701 -3.363
C -2.939 -4.977 3.366
H -2.450 1.268 3.521
N -2.527 2.355 -3.419
C 4.342 1.134 1.201
N 1.921 0.564 1.352
C -3.606 1.869 -4.243
H -3.922 -6.890 0.761
C -1.173 3.721 2.878
C -1.712 -2.385 -5.411
H -1.584 2.794 0.969
C 1.686 1.273 2.581
H 0.219 -0.105 3.263
C -0.850 2.706 1.769
F 4.394 1.904 2.329
C 5.622 0.230 -0.654
H -3.983 0.140 1.861
H 0.104 2.964 1.312
O -1.704 -2.952 3.389
H -2.999 -4.936 4.450
H -4.271 1.292 -3.604
H 0.433 -2.529 -5.191
C -3.140 0.755 1.537
N -1.056 -2.128 -1.575
C 3.246 -0.186 -0.447
C 4.431 -0.334 -1.106
H 0.162 1.475 4.078
N -1.690 -3.085 -0.853
C -1.776 3.425 -3.797
H -2.750 0.335 0.611
H -0.095 -1.071 -6.080
H -0.443 3.664 3.688
C -2.190 1.634 -2.222
C -0.381 3.122 -1.838
H 1.826 2.358 2.461
C -2.181 -4.001 1.274
C -3.460 -6.075 1.305
H -2.079 3.915 -4.717
C -0.732 3.847 -3.070
H -1.869 -0.286 2.892
C -0.337 -1.761 -5.271
H -1.861 -3.103 4.326
K -0.184 0.011 -0.061
H -2.465 -1.617 -5.588
C 5.517 0.968 0.513
H -1.750 -3.129 -6.210
```



Record 2
C27H29InN6O8S3 as an isolated structure in a non-equilibrium geometry, computed with the ωB97M-V functional and the def2-TZVPD basis.

Values from the calculation:
largest force on an atom = 0.0856 hartree/bohr
E_tot = -3361.3455 hartree
LUMO energy = 3.3 eV
HOMO-LUMO gap = 3.06 eV
E_HOMO = 0.233 eV
spin multiplicity = 1
charge = -2

Geometry as XYZ:
```
74
C27H29InN6O8S3, DFT the ωB97M-V functional and the def2-TZVPD basis
N 0.924 -3.053 -2.184
H -0.068 -2.611 -4.365
O -5.831 2.107 -0.305
C -4.022 1.858 3.307
S 2.791 3.571 0.698
H 4.211 1.826 3.259
C 4.596 2.279 2.326
H -1.729 3.612 4.446
H -0.962 5.632 3.531
H 1.478 2.297 -7.232
O 0.772 1.123 -2.961
C -4.592 1.001 2.148
O -2.170 3.169 1.777
H -5.474 1.522 1.722
H 2.450 -3.634 1.346
C -1.975 5.689 3.928
H -1.676 -1.915 1.892
N -4.791 1.806 -0.894
H 0.995 0.052 -8.118
H -5.038 0.105 2.587
C 1.295 1.773 -5.176
H -2.613 6.277 3.251
H 0.090 -7.649 -0.514
C 3.427 2.207 1.445
H -2.234 0.804 -1.885
C 0.551 -0.787 -6.185
C -2.005 -0.912 2.234
S 1.176 0.968 0.718
O 5.773 1.182 -1.057
H -3.398 4.295 4.956
H 0.131 -1.619 -6.603
H -1.817 6.181 4.881
H -1.137 -0.424 2.658
H -4.849 2.197 3.964
C 2.037 -4.575 0.948
S -3.256 3.465 2.733
O -4.459 2.176 -2.062
C 2.719 0.948 1.406
H -2.751 -1.037 3.014
C 0.604 -6.781 -0.076
C 0.881 0.263 -7.017
C 1.632 -3.123 -1.023
H 2.848 -1.146 1.603
H 3.316 -0.273 3.087
C 1.244 -6.872 1.112
H 1.713 2.705 -4.710
N 3.927 0.247 -2.162
C -2.537 -0.168 1.106
O -4.339 4.273 2.199
C 4.836 0.679 -1.560
C 3.368 -0.273 1.951
C 1.196 1.546 -6.540
C 0.892 0.755 -4.239
H 4.423 -0.356 1.608
C -2.528 0.622 -0.883
C 0.741 -5.555 -0.829
H 1.233 -7.773 1.721
N 0.863 -1.813 -2.711
H 0.329 -4.539 -2.398
H 5.379 1.565 2.001
C 1.500 -4.446 -0.333
C 2.075 -5.796 1.603
C -3.698 1.117 -0.329
N -1.847 -0.144 -0.047
In 1.921 -0.139 -1.585
C -2.540 4.294 4.192
O 0.156 -5.493 -2.031
H 5.014 3.316 2.342
H -3.353 1.217 3.894
C 0.588 -0.584 -4.745
C 0.328 -1.718 -3.901
N -3.684 0.619 1.020
H 2.707 -6.013 2.491
O 2.245 -2.117 -0.445
```



Record 3
One molecule with the formula C27H29N3O2, computed with the ωB97M-V functional and the def2-TZVPD basis.

Values from the calculation:
largest force on an atom = 0.0107 hartree/bohr
SMILES string = CC(C)c1ccc(NC(=O)[C@H](NC(=O)[C@@H]2Cc3ccccc3CN2)c2ccccc2)cc1
E_tot = -1361.0935 hartree
LUMO energy = 0.7 eV
HOMO-LUMO gap = 8.81 eV
E_HOMO = -8.112 eV
spin multiplicity = 1

Geometry as XYZ:
```
61
C27H29N3O2, DFT the ωB97M-V functional and the def2-TZVPD basis
H 5.770 0.320 -1.282
C 1.202 1.116 0.648
H 3.715 -0.943 -1.493
H -1.841 -3.857 -1.568
C -1.234 1.149 0.180
C -4.590 1.869 1.119
H -1.045 -1.091 -1.723
N -1.804 -2.946 -1.124
H -0.283 0.172 1.676
C -1.677 -1.797 1.025
H -3.426 0.570 -1.774
C 2.113 -3.056 0.593
C 2.918 -1.531 -1.067
C 5.664 3.439 0.223
N -2.486 -0.911 0.428
C -0.744 -2.147 -1.739
H -2.936 -1.194 -0.432
H 3.284 2.783 -1.410
C 3.147 -2.320 0.049
C -2.516 0.499 0.781
H 1.822 -0.054 2.329
H 5.393 1.859 -2.059
H 5.173 3.980 -0.582
H -0.671 -2.434 -2.792
N -0.143 0.826 0.907
H -0.152 -3.891 1.710
C -3.759 1.160 0.262
C 2.976 2.161 -0.582
C 0.844 -3.029 0.028
H -6.923 2.912 -1.087
H 2.283 -3.662 1.472
C -5.725 2.494 0.637
C 0.618 -2.241 -1.095
C 5.398 1.936 0.109
O -1.252 1.814 -0.832
H -5.446 1.671 -2.624
H 4.129 -2.353 0.497
C 2.148 0.577 1.515
C 3.490 0.841 1.333
C 3.929 1.640 0.285
O -1.049 -1.555 2.043
H -2.450 -3.758 0.671
C 5.916 1.396 -1.226
C 1.628 1.911 -0.410
H 1.468 -0.863 -2.488
H 6.732 3.638 0.170
C -5.210 1.723 -1.571
H -6.365 3.042 1.313
C -1.616 -3.145 0.307
C -0.280 -3.826 0.629
H 5.945 1.432 0.914
H -2.468 0.571 1.874
H 4.210 0.418 2.019
H 0.904 2.330 -1.088
C -6.038 2.422 -0.710
C 1.658 -1.488 -1.627
H 6.979 1.604 -1.330
H 5.288 3.818 1.171
H -4.346 1.931 2.170
C -4.076 1.094 -1.090
H -0.282 -4.843 0.222
```



Record 4
A 2-piece molecular cluster, C27H29N3O3 overall in a non-equilibrium geometry, computed with the ωB97M-V functional and the def2-TZVPD basis.

Values from the calculation:
largest force on an atom = 0.0353 hartree/bohr
E_tot = -1436.0727 hartree
LUMO energy = -2.2 eV
HOMO-LUMO gap = 3.40 eV
E_HOMO = -5.619 eV
spin multiplicity = 1

Geometry as XYZ:
```
62
C27H29N3O3, DFT the ωB97M-V functional and the def2-TZVPD basis
N 2.357 4.907 2.851
C -1.118 1.600 -1.446
H -1.440 -2.934 -2.944
H 3.814 3.496 5.549
C 1.633 3.812 0.810
C 2.962 4.877 4.159
H 1.414 6.761 3.144
H 1.162 0.517 2.836
H -1.723 -8.170 1.391
H 0.217 -0.573 0.888
C -2.936 1.545 -5.286
H -4.073 -1.037 -5.019
C -0.635 0.400 -0.821
N 2.217 -5.866 1.352
H -1.203 -2.042 -5.182
C 2.022 6.237 2.391
H 2.932 6.832 2.231
H -0.735 -1.762 -0.961
C 0.031 -4.579 1.299
C 2.413 2.451 4.269
H 1.458 6.195 1.458
H 3.769 5.622 4.179
H -2.893 -0.731 -6.305
O 0.595 -3.471 1.221
C 0.784 -5.877 1.347
C -2.001 0.364 -3.341
C -1.733 1.591 -2.678
C 0.143 0.379 0.362
C -2.136 -2.147 -3.247
H -3.985 1.825 -5.103
H 4.363 3.274 3.878
H 0.766 -8.006 1.373
C -1.413 -4.756 1.332
C 1.138 2.686 0.190
C -2.216 -2.092 -4.766
H -2.299 2.383 -5.000
C 3.493 3.500 4.506
H -2.702 -2.991 -5.151
H -2.014 -3.844 1.320
H 1.606 2.594 5.003
C -2.006 -6.003 1.359
H 0.971 2.731 -0.884
C 1.284 1.443 2.270
C -2.999 -0.877 -5.224
H -2.818 1.369 -6.362
H 1.784 4.731 0.236
H 2.825 1.452 4.438
N -2.547 0.338 -4.590
C 0.143 -7.113 1.363
H -3.094 -6.063 1.371
C -1.696 -0.851 -2.651
O 2.854 -4.798 1.392
C -1.248 -7.189 1.371
H -3.126 -2.423 -2.852
H 2.214 5.194 4.905
H -0.996 2.561 -0.952
C 1.872 2.536 2.880
O 2.783 -6.992 1.317
C -1.013 -0.824 -1.448
C 1.966 3.780 2.189
C 0.828 1.488 0.919
H -2.017 2.540 -3.138
```



Record 5
C27H29N5O4S3SeV as an isolated structure, computed with the ωB97M-V functional and the def2-TZVPD basis.

Values from the calculation:
largest force on an atom = 0.0122 hartree/bohr
<S²> = 0.815
E_tot = -6160.3789 hartree
LUMO energy (spin up / spin down) = -8.2 / -8.2 eV
HOMO-LUMO gap (spin up / spin down) = 6.33 / 6.32 eV
E_HOMO (spin up / spin down) = -14.525 / -14.515 eV
spin multiplicity = 2
charge = +2

Geometry as XYZ:
```
70
C27H29N5O4S3SeV, DFT the ωB97M-V functional and the def2-TZVPD basis
H -3.538 3.742 -3.408
C -3.583 1.423 0.874
H -2.269 5.556 -4.378
N -3.485 0.501 1.893
H -0.968 5.435 -3.192
C 2.247 1.611 -3.361
O -7.957 -1.599 2.604
H 6.196 -2.775 -0.316
H -2.145 1.989 -5.539
H -5.913 -0.538 1.443
S 3.602 0.664 -2.882
H 5.313 -0.801 -1.439
N -4.735 2.251 0.584
C -0.088 1.908 -2.802
C 1.146 1.296 -2.576
H -2.244 -2.009 2.690
H -0.961 1.605 -2.240
H -1.248 3.308 -6.297
C -2.424 1.420 0.189
H 3.007 2.802 -5.001
H -5.018 1.084 3.193
H 0.848 3.887 -5.376
H -2.917 3.559 -5.795
H 2.251 -3.944 0.861
S -0.442 -2.228 -0.045
N 1.403 0.112 1.847
S -6.981 -0.943 3.424
C 2.925 -3.262 0.361
H -7.460 -2.802 6.546
O -5.751 2.034 1.202
C 5.130 -2.595 -0.295
H -1.903 -0.675 3.793
H -8.600 -2.560 5.218
H -0.673 -1.169 2.663
H -0.610 5.386 -4.921
C 2.422 -2.098 -0.226
O -7.193 0.383 3.938
H 4.698 -4.381 0.810
C -5.499 -0.852 2.402
C -4.503 0.168 2.920
H -8.005 -1.169 6.139
C -1.319 5.068 -4.158
C 1.358 1.271 1.548
C -0.205 2.854 -3.806
C 3.266 -1.198 -0.895
H -5.087 -1.856 2.297
C 4.290 -3.499 0.338
H -2.163 2.034 -0.653
C 2.154 2.557 -4.383
Se 0.962 2.669 0.555
C -1.525 3.546 -4.139
C 4.624 -1.461 -0.927
V 0.293 0.079 0.069
H -3.953 -0.192 3.786
C -2.618 3.234 -3.120
H -2.852 2.167 -3.060
H -6.284 -2.977 4.332
C 2.680 -0.104 -1.680
C -7.735 -2.140 5.728
C 0.937 3.160 -4.581
C 1.059 -1.741 -0.113
C -6.553 -2.015 4.771
C -1.980 3.068 -5.526
N -1.594 0.481 0.758
H -5.682 -1.578 5.266
N 1.419 0.327 -1.603
C -1.746 -1.043 2.778
O -4.564 3.084 -0.276
C -2.268 -0.054 1.798
H -2.355 3.607 -2.126
```



Record 6
C27H29N7O3RhSSe as an isolated structure, computed with the ωB97M-V functional and the def2-TZVPD basis.

Values from the calculation:
largest force on an atom = 0.0114 hartree/bohr
E_tot = -4565.2333 hartree
LUMO energy = -4.1 eV
HOMO-LUMO gap = 6.60 eV
E_HOMO = -10.715 eV
spin multiplicity = 1
charge = +1

Geometry as XYZ:
```
69
C27H29N7O3RhSSe, DFT the ωB97M-V functional and the def2-TZVPD basis
N -0.434 0.856 -3.059
H 4.259 2.033 -1.621
H -2.822 -3.474 -2.087
C 3.425 1.475 0.308
C -0.345 2.261 1.795
C -2.887 -1.739 3.562
N -0.466 1.073 -5.618
C 1.443 -2.159 -4.007
C 0.812 -1.293 -3.171
N 2.014 1.789 -0.018
C -1.093 -3.196 2.884
H -2.227 4.056 0.811
H -3.691 4.135 -0.206
C 4.260 1.180 -0.938
H 1.877 -3.062 -3.598
C 3.442 0.290 1.272
C -2.482 -3.785 4.751
H -0.844 -4.980 4.050
H -0.267 -3.417 2.221
H 3.855 3.602 0.369
H 2.716 0.438 2.074
C -1.780 -1.539 -1.879
N -1.308 -0.828 -0.847
H 2.048 -2.670 -6.026
H -0.015 3.166 1.317
H 4.432 0.197 1.718
H 4.992 2.602 1.270
C -2.822 -4.698 5.808
C 0.217 0.042 -5.150
H -4.055 -2.408 5.233
O -0.428 3.151 -0.960
O -2.489 2.175 -1.564
C 1.523 -1.946 -5.418
H -1.029 0.137 4.197
H -3.462 -0.833 3.419
C -1.604 -1.552 0.305
C -1.467 -1.082 1.614
C -0.869 0.696 3.290
N 1.358 0.750 -0.744
C -2.634 4.383 -0.142
H 5.295 0.976 -0.663
H 1.550 -0.126 -0.261
H 1.742 0.657 -1.684
C 0.214 -0.115 -3.718
C -3.223 -2.618 4.576
S -1.820 3.507 -1.439
C -0.425 1.992 3.173
H 3.244 -0.666 0.778
Se -1.204 1.923 -4.290
C 3.940 2.724 1.014
H 1.940 2.625 -0.590
C -1.823 -2.023 2.710
O -1.813 4.307 -2.621
Rh -0.646 1.083 -0.932
H -0.171 2.681 3.961
C -1.069 0.199 1.977
H -1.707 -1.188 -2.894
C -1.414 -4.073 3.905
H 3.375 2.908 1.928
C -2.256 -2.748 -0.077
H 3.901 0.300 -1.479
N -0.724 1.205 1.079
H 0.913 -0.710 -7.055
H -2.480 5.448 -0.295
H -2.627 -3.497 0.602
H 0.680 -1.549 -2.132
C 0.911 -0.883 -5.988
N -3.090 -5.429 6.652
C -2.366 -2.734 -1.451
```



Record 7
C27H29N9SSeSm as an isolated structure in a non-equilibrium geometry, computed with the ωB97M-V functional and the def2-TZVPD basis.

Values from the calculation:
largest force on an atom = 0.0391 hartree/bohr
<S²> = 8.816
E_tot = -4996.4814 hartree
LUMO energy (spin up / spin down) = -3.8 / -3.8 eV
HOMO-LUMO gap (spin up / spin down) = 4.52 / 4.60 eV
E_HOMO (spin up / spin down) = -8.340 / -8.423 eV
spin multiplicity = 6
charge = +1

Geometry as XYZ:
```
68
C27H29N9SSeSm, DFT the ωB97M-V functional and the def2-TZVPD basis
N 1.087 -4.298 -0.155
H -4.746 -1.059 2.748
C -2.401 -0.975 0.328
H 5.158 1.532 1.693
C 2.654 4.999 1.432
H -1.554 4.033 -2.114
Sm 0.867 -0.384 -0.179
C 1.051 -5.669 0.020
S 3.051 -2.334 -0.240
C 1.870 5.106 0.286
H 0.508 6.242 -1.994
H 0.931 0.801 2.226
C 3.013 1.221 1.704
H 0.263 5.265 -3.430
H 3.075 0.561 0.824
C 0.828 5.327 -2.498
H 1.932 1.272 3.556
C 3.035 3.743 1.874
H 4.427 1.708 3.289
H 0.118 -0.676 -3.404
C 2.635 2.594 1.193
C -0.897 4.010 -1.241
H -0.898 -6.191 0.734
C 2.381 -3.874 -0.049
H 4.032 -5.082 0.345
N -1.037 -0.839 -1.703
H -0.226 -3.546 -1.425
C 1.939 0.667 2.646
N -6.062 -1.285 0.529
C -4.849 -1.202 0.052
H -1.754 -1.165 -4.954
H 0.079 -7.522 0.102
H -1.096 3.093 -0.681
H -1.164 4.855 -0.600
H 2.968 5.886 1.965
H -0.676 -6.374 -1.013
C -1.938 -1.128 -3.890
H 0.798 3.202 -2.244
C 0.576 4.089 -1.646
C -3.378 -1.203 -1.978
H 1.581 6.088 -0.065
C -4.709 -1.299 -1.367
N 3.038 -5.005 0.206
C -1.391 -0.827 2.393
C -3.202 -1.277 -3.365
C 1.830 2.710 0.043
C -2.620 -0.900 3.051
N 2.241 -6.116 0.255
N 1.387 1.535 -0.589
N -5.807 -1.462 -2.054
H -0.754 -3.638 0.142
Se -7.152 -1.428 -0.879
H -4.065 -1.434 -3.998
C -0.878 -0.870 -3.021
C -0.188 -6.478 -0.043
H 4.646 0.105 2.600
H 3.658 3.658 2.756
C 4.390 1.139 2.359
N 0.040 -3.429 -0.452
H 1.884 5.441 -2.748
N -1.287 -0.860 1.067
C -3.764 -1.008 2.297
C -3.663 -1.050 0.901
C -2.260 -1.013 -1.177
H 2.099 -0.381 2.921
H -0.467 -0.725 2.948
C 1.459 3.986 -0.420
H -2.648 -0.861 4.130
```



Question: Among the records above, which one has the lowest E_tot?
Answer: C27H29N5O4S3SeV